This record from OMol25 describes a single C5H8O2 molecule. The level of theory is ωB97M-V/def2-TZVPD.

```
15
Properties=species:S:1:pos:R:3
C -1.209 1.557 1.561
C -0.775 0.857 0.680
C -0.188 -0.043 -0.347
C 0.309 0.739 -1.555
O -1.157 -0.952 -0.823
C 0.962 -0.823 0.322
O 0.447 -1.833 1.169
H -1.603 2.197 2.319
H 0.673 0.025 -2.300
H 1.116 1.426 -1.282
H -0.514 1.309 -1.993
H -1.283 -1.599 -0.112
H 1.615 -0.128 0.869
H 1.552 -1.331 -0.445
H 0.054 -1.399 1.938
```

Properties
- LUMO energy (eV) = 0.82
- total energy (eV) = -9407.5929
- gap between HOMO and LUMO (eV) = 11.101
- HOMO energy (eV) = -10.28
- SMILES = C#C[C@](C)(O)CO
- M (g mol⁻¹) = 100.12